No. 1
Density functional theory data (the ωB97M-V functional and the def2-TZVPD basis) for a structure of composition C27H18N7O9ReS2 at a distorted geometry.

```
! wB97M-V def2-TZVPD RIJCOSX def2/J DEFGRID3
* xyz 1 2
Re -0.34608 -0.20289 -0.13436
O 2.87124 -0.66404 2.58967
C 2.08358 -0.15784 1.83522
N 0.83377 -0.67391 1.51675
C 0.36250 -1.64988 2.37476
O 0.92067 -2.09901 3.34124
C -1.04369 -2.05157 2.02536
C -1.65322 -3.09051 2.70958
C -2.93762 -3.46111 2.35283
C -3.56514 -2.74712 1.34127
C -2.89814 -1.69979 0.73073
N -1.65156 -1.35086 1.05505
C 2.38535 1.16004 1.17175
C 3.63702 1.73630 1.36295
C 3.93844 2.89168 0.66102
C 2.98426 3.42962 -0.18961
C 1.73073 2.83190 -0.24982
N 1.45627 1.73077 0.42354
H -1.09867 -3.57789 3.49488
H -3.42958 -4.28694 2.84031
H -4.56022 -3.00539 1.01886
H -3.37593 -1.12162 -0.04841
H 4.33326 1.25784 2.03261
H 4.90986 3.34873 0.76423
H 3.20448 4.28902 -0.80218
H 0.95163 3.22244 -0.88969
O 1.55087 -3.69692 -1.29441
C 1.17350 -2.56148 -1.45755
O 0.13895 -2.07342 -0.83924
C 1.82245 -1.68306 -2.49756
C 2.59825 -2.30992 -3.45263
C 3.18405 -1.57885 -4.48211
C 3.00805 -0.20615 -4.55866
C 2.24084 0.43663 -3.60750
C 1.62118 -0.27004 -2.52754
O 0.97303 0.37667 -1.63769
N 2.05670 1.85523 -3.72958
O 1.10920 2.36565 -3.16074
O 2.86817 2.45933 -4.39160
N 3.93983 -2.26621 -5.51685
O 3.97727 -3.47066 -5.45319
O 4.45353 -1.58114 -6.36880
H 2.74561 -3.38146 -3.40392
H 3.45265 0.36845 -5.36140
C -0.47814 1.87547 3.05805
C -1.35926 2.20683 1.92007
N -1.39568 1.61457 0.75136
C -2.31697 2.19312 -0.09359
C -2.99453 3.24286 0.45270
S -2.46951 3.52116 2.05655
C -2.46912 1.63702 -1.42038
C -3.22789 2.11113 -2.44965
S -3.09315 1.08496 -3.81138
C -2.02426 0.05509 -2.92595
N -1.79169 0.47443 -1.70935
C -1.49127 -1.17703 -3.54297
H -0.15188 0.84226 3.01298
H -0.99687 2.05410 3.99551
H 0.40717 2.51212 3.05084
H -3.75766 3.85390 0.01600
H -3.84499 2.98591 -2.47479
H -2.29407 -1.73531 -4.01965
H -1.01897 -1.80606 -2.79258
H -0.76479 -0.92878 -4.31641
*
```

Its HOMO-LUMO gap (spin up / spin down) is 6.03 / 6.34 eV. The highest occupied orbital energy (spin up / spin down) comes out at -0.4165 / -0.4170 Ha.

Results of the Löwdin charge analysis, in e, for atoms 1 through 6: 1.78, 0.15, -0.41, -0.03, -0.43, 0.15

***

No. 2
Density functional theory data (the ωB97M-V functional and the def2-TZVPD basis) for a cluster of 2 separate species, C3H6Cl2N in total at a distorted geometry.

```
! wB97M-V def2-TZVPD RIJCOSX def2/J DEFGRID3
* xyz 1 1
C -0.29375 0.75260 0.18402
C -0.67886 -0.51703 -0.28092
C 3.00656 0.52278 0.25598
N -1.51736 -1.36355 0.34496
Cl 3.48418 -0.57427 1.42475
Cl 3.82693 1.30242 -0.98820
H 0.54024 1.23355 -0.42031
H -0.89144 1.25025 0.90981
H 0.00826 -0.96454 -0.99419
H -1.71945 -2.24930 -0.07521
H 1.97645 0.77864 0.20025
H -2.22230 -0.99960 0.98986
*
```

Its HOMO-LUMO gap (spin up / spin down) is 4.04 / 4.04 eV. The highest occupied orbital energy (spin up / spin down) comes out at -0.4287 / -0.4287 Ha.

Results of the Löwdin charge analysis, in e, for atoms 1 through 6: -0.04, -0.27, -0.86, 0.07, 0.88, 0.87

***

No. 3
Density functional theory data (the ωB97M-V functional and the def2-TZVPD basis) for a structure of composition C4H10F20HfNO6P3S2 at a distorted geometry.

```
! wB97M-V def2-TZVPD RIJCOSX def2/J DEFGRID3
* xyz -1 2
Hf -0.40504 -0.24083 0.10626
P 1.36042 -2.78931 1.09716
F 1.74740 -1.41482 0.30812
F 2.50306 -2.42595 2.22520
F 0.25916 -1.83495 1.83595
F 0.81850 -4.11068 1.91633
F 0.19889 -2.91185 -0.01842
F 2.43088 -3.67259 0.27333
P -3.26580 -0.80174 1.24148
F -3.27226 -1.93210 2.35634
F -2.25688 -1.71804 0.34622
F -4.60501 -1.38404 0.46594
F -2.79195 0.22223 0.10204
F -4.16480 0.27644 2.07700
F -1.96807 -0.25380 1.97177
P -1.20759 2.96878 0.11182
F -1.29366 4.11367 1.29159
F 0.46268 3.09974 0.20078
F -1.16362 1.74956 1.19392
F -1.03424 1.73284 -0.92517
F -2.83534 2.85059 0.01764
F -1.28983 3.94147 -1.11703
N -0.60273 -0.95842 -1.98367
S -1.65315 -1.10481 -3.17478
O -2.25159 -2.34718 -3.58924
O -1.66074 -0.03166 -4.17859
F -2.87779 -0.60739 -2.23494
S 0.39429 -1.98024 -3.04744
O 0.88060 -1.40050 -4.28978
O 0.26261 -3.42386 -2.98313
F 1.61264 -1.67472 -2.03538
C 0.78913 0.74918 3.19564
O 0.96021 0.76900 1.80949
C 2.31877 0.93239 1.51180
C 2.55627 1.19053 -0.00245
O 1.39795 0.75418 -0.84401
C 1.39702 1.41443 -2.10023
H 1.31250 1.50075 3.78666
H 1.30592 -0.16697 3.48147
H -0.25365 0.72938 3.51237
H 3.04930 0.20060 1.85664
H 2.59511 1.89686 1.93786
H 3.45010 0.60025 -0.20432
H 2.68299 2.26430 -0.14054
H 2.25702 1.33795 -2.76555
H 1.32484 2.47078 -1.84135
H 0.52536 1.42074 -2.75466
*
```

Its HOMO-LUMO gap (spin up / spin down) is 5.43 / 9.67 eV. The highest occupied orbital energy (spin up / spin down) comes out at -0.1511 / -0.2948 Ha.

Results of the Löwdin charge analysis, in e, for atoms 1 through 6: 1.90, 0.26, -0.20, -0.15, -0.19, -0.13